No. 1
ORCA calculation (the ωB97M-V functional and the def2-TZVPD basis) on C36H49F3FeN3O2S2SbSeSi3 as an isolated structure.

The value obtained for the LUMO energy (spin up / spin down) is 3.8 / 3.8 eV. Its spin multiplicity is 5. As for the charge: -2.

Last column: Mulliken charge in e.
Element x y z (Å)
1 Fe 0.305301 0.991782 0.192714  1.02
2 S -1.175344 1.427663 1.866649  -0.29
3 C -2.527979 0.334555 2.005140  0.42
4 C -3.639362 0.817910 2.719387  -0.70
5 C -4.788118 0.071335 2.889463  -0.64
6 C -4.885258 -1.188213 2.307321  -0.67
7 C -3.805109 -1.690364 1.607795  -0.72
8 C -2.616637 -0.965960 1.479430  0.85
9 S -1.300568 -1.869774 0.728638  -0.59
10 H -3.563953 1.817810 3.129411  0.42
11 H -5.613407 0.475701 3.465527  0.34
12 H -5.791543 -1.772943 2.414174  0.35
13 H -3.852003 -2.679394 1.164103  0.38
14 C -4.227874 -4.644785 -6.816053  -0.94
15 O -3.740104 -4.230455 -5.564595  -0.42
16 C -4.678342 -3.766061 -4.658761  1.17
17 C -6.004303 -4.149540 -4.666381  -0.47
18 C -6.887650 -3.649047 -3.711658  -0.63
19 C -6.411541 -2.778847 -2.742605  -0.86
20 C -5.079703 -2.403780 -2.719446  -0.08
21 C -4.182067 -2.873806 -3.687985  -0.51
22 N -2.851243 -2.533357 -3.710588  -0.06
23 C -2.210870 -1.505862 -3.002877  -1.04
24 C -2.694120 -0.204162 -2.854202  0.52
25 C -3.753415 0.325425 -3.640273  -0.39
26 C -4.282600 1.571990 -3.400708  -0.67
27 C -3.779992 2.340086 -2.339892  -0.90
28 C -2.708676 1.891825 -1.593145  -0.46
29 C -2.073151 0.660084 -1.861988  0.02
30 O -1.022431 0.249982 -1.247666  -0.18
31 H -4.832897 -5.554351 -6.744879  0.30
32 H -3.357150 -4.854365 -7.435546  0.26
33 H -4.827258 -3.859162 -7.287644  0.39
34 H -6.372660 -4.843764 -5.410869  0.21
35 H -7.928602 -3.945643 -3.735590  0.35
36 H -7.085745 -2.384167 -1.992530  0.40
37 H -4.709360 -1.737353 -1.953791  0.64
38 H -2.268146 -3.158565 -4.237946  0.30
39 H -1.263012 -1.773808 -2.557541  0.38
40 H -4.119410 -0.265829 -4.472414  0.37
41 H -5.079515 1.953857 -4.030370  0.36
42 H -4.219242 3.306225 -2.115501  0.38
43 H -2.310756 2.501605 -0.793786  0.29
44 F 3.885033 -0.048909 -5.693667  -0.28
45 C 3.664689 -1.043101 -4.809547  0.82
46 F 4.894083 -1.538189 -4.504091  -0.28
47 F 3.029201 -2.026745 -5.469998  -0.28
48 C 2.946773 -0.595490 -3.596347  0.37
49 C 3.240921 0.621887 -2.994316  -1.28
50 C 2.689343 0.906774 -1.764167  -0.60
51 N 1.885182 0.075479 -1.092131  1.36
52 C 1.555194 -1.060594 -1.717773  -0.19
53 C 2.061654 -1.443568 -2.941114  -1.06
54 H 3.889308 1.336306 -3.483453  0.44
55 H 2.899919 1.848905 -1.275354  0.49
56 H 0.860878 -1.703114 -1.197120  0.26
57 H 1.766682 -2.383052 -3.387082  0.46
58 N 1.146380 -1.406717 1.566541  -0.18
59 C 0.162097 -0.837747 0.982746  0.52
60 H 0.967313 -2.369867 1.870264  0.27
61 C 5.500438 0.604443 3.156446  -1.02
62 Si 4.363078 0.091859 1.717713  0.84
63 C 4.312288 -1.803408 1.726217  -1.21
64 C 5.394287 0.590222 0.197607  -1.11
65 Sb 2.087476 1.303950 1.893863  -1.18
66 Si 1.528489 0.685597 4.383185  0.95
67 C 3.013482 0.765492 5.597216  -1.37
68 C 0.877985 -1.080969 4.662141  -1.09
69 C 0.221015 1.805787 5.192329  -1.05
70 Si 2.887561 3.754749 2.487028  0.59
71 C 4.159845 4.096380 3.881869  -1.29
72 C 3.693715 4.515579 0.944103  -0.97
73 C 1.323545 4.735234 2.919506  -0.83
74 H 6.499569 0.179111 3.011900  0.42
75 H 5.126561 0.273926 4.125234  0.24
76 H 5.595004 1.692308 3.190605  0.10
77 H 5.279624 -2.214793 1.422040  0.40
78 H 3.548824 -2.156239 1.031321  0.21
79 H 4.066177 -2.185852 2.719148  0.29
80 H 6.457907 0.433050 0.394573  0.47
81 H 5.246415 1.645933 -0.044234  0.21
82 H 5.122439 0.007596 -0.683424  0.25
83 H 3.548922 -0.187170 5.614322  0.41
84 H 2.642598 0.961195 6.607727  0.37
85 H 3.728311 1.548150 5.340700  0.27
86 H 1.530867 -1.823220 4.198938  0.23
87 H -0.120808 -1.195292 4.234036  0.17
88 H 0.822447 -1.292633 5.734480  0.41
89 H 0.630638 2.786284 5.448738  0.29
90 H -0.152520 1.338919 6.108121  0.39
91 H -0.616241 1.953159 4.508850  0.20
92 H 5.175101 3.875330 3.543915  0.33
93 H 3.969553 3.512274 4.784077  0.28
94 H 4.117102 5.155638 4.151987  0.43
95 H 4.575612 3.945987 0.634860  0.23
96 H 3.996025 5.555620 1.106549  0.43
97 H 2.967762 4.486603 0.128885  0.11
98 H 0.892438 4.414076 3.869990  0.20
99 H 0.586766 4.550308 2.132746  0.16
100 H 1.515955 5.811196 2.965144  0.42
101 Se 0.554910 3.076888 -0.516363  -0.87

Forces on the atoms, in the same order (eV/Å):
-1.421 -0.746 -0.916
-0.623 0.356 0.592
-0.015 -0.027 -0.063
-0.032 -0.159 -0.061
-0.010 0.102 0.035
-0.076 -0.051 0.030
0.019 0.015 -0.024
-0.112 0.007 -0.060
0.009 0.011 0.272
-0.024 -0.001 0.017
-0.013 0.007 -0.037
0.019 -0.028 -0.041
-0.036 -0.010 0.017
0.016 -0.055 -0.055
-0.051 0.030 0.066
0.067 0.014 -0.029
-0.098 -0.042 -0.054
0.028 0.039 0.055
-0.144 -0.099 -0.079
0.196 0.068 -0.064
-0.049 -0.014 0.241
-0.052 0.064 -0.291
0.203 -0.053 0.192
-0.161 0.155 -0.206
0.059 -0.144 0.042
-0.089 0.034 -0.057
0.084 -0.122 -0.030
-0.087 0.268 0.048
0.132 -0.234 0.203
-0.015 -0.042 -0.422
0.024 -0.011 0.002
-0.004 0.009 0.008
-0.016 -0.008 0.037
0.050 0.027 -0.033
0.000 0.011 0.014
0.031 0.006 0.024
0.025 0.070 -0.012
0.002 0.025 -0.087
-0.062 0.006 0.103
-0.095 -0.057 0.041
-0.004 -0.006 0.024
0.002 0.001 0.011
0.121 -0.031 0.010
-0.092 0.002 0.037
0.442 -0.113 -0.560
-0.122 0.055 0.046
-0.088 0.028 -0.033
-0.414 0.147 1.029
0.240 -0.294 -0.570
0.036 0.081 0.526
-0.019 -0.181 -1.460
-0.058 0.108 0.567
0.309 -0.062 -0.541
0.040 0.018 0.087
-0.104 0.057 0.006
-0.070 0.011 0.018
-0.009 -0.023 0.071
0.387 -0.328 -0.200
0.087 -0.732 0.376
-0.268 0.075 0.083
-0.083 -0.057 -0.095
0.643 -0.064 0.363
-0.162 0.213 -0.125
-0.353 0.098 -0.035
1.492 0.655 1.851
-0.104 -0.333 0.647
-0.040 0.091 -0.273
0.021 0.189 -0.351
0.181 0.115 -0.383
0.030 0.308 -0.238
-0.199 -0.318 -0.097
-0.159 -0.132 0.078
0.111 -0.279 -0.147
0.001 -0.010 -0.029
0.016 0.004 -0.052
0.024 -0.025 0.018
0.073 0.078 0.048
0.005 -0.009 0.045
-0.058 0.009 -0.008
-0.010 -0.050 0.080
0.050 -0.007 -0.029
-0.023 0.000 -0.050
0.003 0.006 -0.017
-0.063 -0.025 -0.004
-0.014 -0.048 0.070
-0.008 0.003 -0.005
0.026 -0.026 -0.046
0.017 0.123 0.039
0.011 -0.010 0.018
0.100 -0.080 0.014
-0.009 0.015 0.025
-0.010 -0.001 0.017
0.012 0.076 0.006
-0.036 0.023 -0.063
0.021 0.015 0.044
0.010 -0.020 0.110
0.001 -0.032 -0.011
0.021 0.011 0.010
-0.005 -0.005 0.013
0.106 -0.004 0.019
0.261 1.275 -0.401

***

No. 2
ORCA calculation (the ωB97M-V functional and the def2-TZVPD basis) on C36H50F6MnN4O3P2SSe2 as an isolated structure.

The value obtained for the LUMO energy (spin up / spin down) is 3.7 / 3.7 eV. Its spin multiplicity is 6. As for the charge: -2.

Last column: Mulliken charge in e.
Element x y z (Å)
1 Mn 0.838188 0.730844 -0.378379  1.39
2 Se -0.794113 2.442349 1.143144  -0.31
3 P -1.471919 3.091362 -0.772435  0.77
4 Se -0.089923 2.527199 -2.327388  -0.50
5 C -3.068683 2.149662 -0.963186  -0.33
6 C -3.205404 1.123465 -1.885085  1.16
7 C -4.387616 0.392628 -1.959998  -0.24
8 C -5.448495 0.690353 -1.121568  -0.48
9 C -5.317489 1.720177 -0.193411  -0.62
10 C -4.137230 2.437858 -0.113379  -0.40
11 C -2.032564 4.797627 -1.104348  0.27
12 C -1.484972 5.862558 -0.399447  -0.44
13 C -1.877014 7.165094 -0.680349  -0.56
14 C -2.818812 7.405243 -1.669245  -0.41
15 C -3.361532 6.341268 -2.380433  -0.58
16 C -2.973777 5.040611 -2.101869  -0.37
17 H -2.357870 0.877061 -2.511895  -0.70
18 H -4.470140 -0.418306 -2.675316  0.37
19 H -6.367350 0.118247 -1.175128  0.35
20 H -6.134835 1.951857 0.479746  0.36
21 H -4.030416 3.216307 0.633918  0.37
22 H -0.741812 5.669412 0.366171  0.39
23 H -1.442191 7.987849 -0.126795  0.38
24 H -3.127860 8.419536 -1.892209  0.35
25 H -4.093285 6.525105 -3.158250  0.36
26 H -3.391065 4.214264 -2.662687  0.35
27 N 2.980768 1.000053 2.206388  0.26
28 C 3.014358 2.111128 1.410996  0.44
29 O 2.427963 2.096942 0.309705  -0.66
30 C 3.752786 3.248571 1.883950  0.65
31 C 4.404909 3.199411 3.129634  -0.15
32 N 4.922021 3.159671 4.167899  -0.78
33 C 3.811571 4.445063 1.138153  0.00
34 N 3.883386 5.451158 0.570629  -0.80
35 H 3.181370 1.118737 3.185579  0.45
36 H 2.263644 0.315388 1.942778  -0.62
37 C 2.111610 -3.419649 1.014384  -2.23
38 C 1.396992 -3.148789 2.350505  2.84
39 C 2.473022 -2.570247 3.281482  -2.09
40 C 0.911276 -4.475517 2.943746  -2.02
41 P 0.101375 -1.768770 2.022876  -1.54
42 N 0.723709 -0.714805 1.112856  0.82
43 C -0.478161 -1.108660 3.720470  2.57
44 C -0.653708 -2.132606 4.846433  -2.19
45 C -1.811137 -0.368118 3.536901  -1.91
46 C 0.520389 -0.032852 4.163740  -1.63
47 C -1.432898 -2.625906 1.252764  3.07
48 C -2.293724 -3.521253 2.149910  -2.13
49 C -0.929937 -3.481864 0.082404  -1.57
50 C -2.319953 -1.526790 0.639469  -1.95
51 H 3.111026 -3.819522 1.217762  0.65
52 H 2.218974 -2.492122 0.448694  0.30
53 H 1.584788 -4.148542 0.400070  0.16
54 H 3.293378 -3.292740 3.353804  0.68
55 H 2.113936 -2.384990 4.292238  0.36
56 H 2.884440 -1.644925 2.876122  0.26
57 H 1.782295 -5.107439 3.157440  0.52
58 H 0.277320 -5.029162 2.251106  0.34
59 H 0.363715 -4.352402 3.878219  0.23
60 H -1.343751 -2.934720 4.582819  0.24
61 H -1.069113 -1.619753 5.722667  0.53
62 H 0.289190 -2.582361 5.154834  0.32
63 H -2.659273 -1.040486 3.418079  0.25
64 H -1.781115 0.310567 2.683863  0.09
65 H -1.995920 0.236262 4.431990  0.61
66 H 1.504199 -0.429096 4.407385  0.27
67 H 0.128165 0.464601 5.057756  0.58
68 H 0.641303 0.716418 3.382050  0.18
69 H -1.727341 -4.337268 2.600267  0.28
70 H -3.085621 -3.970864 1.537283  0.54
71 H -2.785818 -2.968709 2.948733  0.31
72 H -0.453695 -4.404055 0.413108  0.22
73 H -0.226049 -2.916098 -0.525825  -0.09
74 H -1.786027 -3.759692 -0.543711  0.76
75 H -2.994832 -1.075770 1.364934  0.18
76 H -2.936736 -1.962789 -0.154764  0.70
77 H -1.715980 -0.737411 0.193984  -0.04
78 O -0.301766 -0.741220 -1.818602  -0.74
79 S 0.406118 -1.620589 -2.801985  0.60
80 C -1.006257 -2.403458 -3.692690  -0.78
81 C -1.212519 -1.692262 -5.035246  -0.76
82 C -0.580219 -0.310180 -4.890168  -0.18
83 C 0.763206 -0.566841 -4.231241  -0.26
84 H -1.840524 -2.261353 -3.005930  0.02
85 H -0.810690 -3.471863 -3.793636  0.52
86 H -2.268974 -1.642309 -5.307743  0.42
87 H -0.696065 -2.244934 -5.825821  0.30
88 H -1.172870 0.316373 -4.221024  -0.34
89 H -0.483352 0.218139 -5.840153  0.45
90 H 1.278405 0.303117 -3.832795  -0.31
91 H 1.443500 -1.120025 -4.886245  0.50
92 C 3.847171 -1.665665 -2.942474  -1.95
93 C 3.639195 -0.331800 -2.191648  0.98
94 O 2.371941 -0.179609 -1.782981  0.42
95 C 4.041258 0.825273 -3.152012  0.42
96 F 3.641961 2.015631 -2.733893  -0.14
97 F 5.378010 0.897793 -3.384779  -0.32
98 F 3.476192 0.634822 -4.380991  -0.29
99 C 4.660292 -0.335475 -1.006196  0.01
100 F 4.190544 -1.080121 0.000998  -0.10
101 F 5.861762 -0.893710 -1.348744  -0.37
102 F 4.945110 0.878745 -0.533552  -0.28
103 H 3.111981 -1.727340 -3.741308  0.33
104 H 3.665334 -2.477019 -2.237201  0.30
105 H 4.846341 -1.770930 -3.366710  0.39

Forces on the atoms, in the same order (eV/Å):
1.026 -0.731 -0.024
-0.192 0.729 0.346
-0.429 -1.119 -0.675
-0.143 0.364 0.005
0.078 0.307 -0.125
0.087 -0.042 0.033
0.029 -0.005 -0.022
0.032 0.031 0.042
-0.036 -0.045 -0.006
0.045 0.073 0.030
0.093 0.057 0.431
0.059 0.009 0.064
-0.009 -0.043 -0.021
0.004 -0.009 -0.013
-0.047 0.006 -0.041
0.066 0.061 0.044
0.021 0.004 -0.027
0.008 0.000 0.012
0.001 0.003 -0.003
0.002 0.003 -0.007
0.012 0.011 -0.008
-0.014 -0.045 0.007
0.008 -0.001 -0.006
-0.002 0.001 -0.001
0.001 0.013 -0.001
-0.018 -0.025 0.000
-0.081 0.080 -0.071
0.019 -0.056 0.140
-0.137 -0.033 -0.156
-0.039 -0.120 -0.036
0.013 0.190 0.029
-0.003 -0.091 -0.008
0.002 0.038 0.004
0.005 -0.009 0.004
0.068 -0.005 -0.017
0.011 -0.051 -0.008
0.016 0.003 -0.011
-0.084 -0.002 0.064
0.015 0.018 -0.014
0.018 -0.012 0.007
0.060 -0.163 -0.133
-0.081 0.462 0.077
-0.032 -0.035 -0.032
-0.014 0.018 0.027
0.002 0.036 0.009
-0.011 0.027 0.011
-0.006 0.019 0.014
-0.010 -0.015 -0.002
-0.006 0.028 -0.017
-0.010 0.008 0.001
-0.008 -0.022 -0.004
0.000 -0.009 0.014
0.001 0.009 -0.005
0.003 0.004 -0.002
-0.006 -0.014 0.011
-0.008 -0.001 -0.004
0.001 -0.004 -0.017
-0.001 0.006 -0.009
0.011 0.005 0.000
0.011 0.002 -0.004
0.007 0.004 -0.001
0.010 -0.003 -0.001
0.009 -0.010 0.015
0.016 -0.010 0.004
-0.006 -0.008 0.011
0.002 0.004 -0.015
0.013 -0.016 0.016
-0.024 -0.007 0.012
-0.004 0.007 -0.002
0.005 -0.001 -0.005
0.000 0.007 -0.002
-0.003 -0.006 0.013
0.013 -0.008 0.007
0.000 -0.002 -0.005
0.015 -0.012 -0.016
-0.014 -0.011 0.005
0.009 -0.017 -0.016
-0.359 0.086 0.088
0.101 0.066 -0.078
0.019 -0.042 -0.041
-0.012 0.029 0.006
-0.009 -0.063 0.066
-0.140 0.048 -0.068
-0.004 0.005 0.015
-0.021 -0.003 0.002
-0.008 -0.017 0.016
-0.012 0.004 -0.021
-0.002 0.045 -0.039
0.032 -0.030 -0.018
-0.121 -0.079 -0.016
-0.039 0.019 -0.013
0.054 -0.020 -0.008
0.101 -0.048 0.024
-0.131 0.070 0.053
0.027 -0.020 -0.006
0.027 0.026 0.019
-0.007 -0.019 -0.014
0.094 0.055 0.022
-0.026 0.015 0.019
0.002 0.028 0.001
-0.010 0.016 -0.013
-0.056 0.016 0.039
0.067 -0.028 0.051
-0.008 -0.002 -0.006
0.000 0.013 0.004

***

Calculated values (kcal/mol) of ΔE to the lowest compared entry with this formula, charge and spin for the records, taken in order: 42.6 8.3.
Calculated values (Eh) of electronic energy for the records, taken in order: -7585.87368 -9480.72862.